# 1
The following is a quantum chemistry calculation of a 2-piece molecular cluster, CHClFNO2 overall, from the OMol25 dataset.

The geometry in ORCA input format:
```
! wB97M-V def2-TZVPD RIJCOSX def2/J DEFGRID3
* xyz 0 3
Cl 0.76 -1.72 -0.61
F -1.49 -0.53 -1.41
O 1.64 1.50 0.40
O -0.49 0.37 0.38
N 1.96 2.30 1.14
C -0.85 -0.63 -0.22
H -1.53 -1.29 0.31
*
```

Energy relative to the best compared isomer or geometry (same formula, charge and spin) = 0.00 kcal/mol
Lowest unoccupied orbital energy (spin up / spin down) = 0.08 / -4.07 eV
Frontier orbital gap (spin up / spin down) = 8.458 / 7.656 eV
Energy = -21873.231 eV
HOMO (spin up / spin down) = -8.38 / -11.73 eV

Partial atomic charges computed with the Löwdin method, in multiples of e:
1 Cl 0.52
2 F 0.00
3 O -0.06
4 O 0.10
5 N 0.07
6 C -0.78
7 H 0.14

# 2
The following is a quantum chemistry calculation of a 2-piece molecular cluster, C4H10N2 overall, from the OMol25 dataset.

The geometry in ORCA input format:
```
! wB97M-V def2-TZVPD RIJCOSX def2/J DEFGRID3
* xyz 0 1
N 3.09 0.42 -0.30
N 3.82 -0.46 0.07
C -0.63 1.87 0.11
C -0.85 0.57 0.05
C -2.19 0.06 -0.44
C 0.14 -0.39 0.53
H -2.99 0.90 -0.27
H -1.20 2.57 -0.40
H -0.18 -1.33 0.70
H 0.39 2.25 0.38
H -2.53 -0.92 -0.08
H 1.09 -0.47 -0.05
H 0.51 -0.05 1.61
H 4.30 -0.66 0.95
H -1.98 -0.02 -1.52
H 3.98 -1.25 -0.57
*
```

Energy relative to the best compared isomer or geometry (same formula, charge and spin) = 102.02 kcal/mol
Lowest unoccupied orbital energy = 0.80 eV
Frontier orbital gap = 9.126 eV
Energy = -7286.195 eV
HOMO = -8.33 eV

Partial atomic charges computed with the Löwdin method, in multiples of e:
1 N 0.00
2 N -0.13
3 C 0.01
4 C -0.45
5 C -0.07
6 C -0.10
7 H 0.11
8 H 0.04
9 H 0.02
10 H 0.08
11 H 0.07
12 H 0.04
13 H 0.13
14 H 0.10
15 H 0.08
16 H 0.10

# 3
The following is a quantum chemistry calculation of a 7-piece molecular cluster, C25H35BrF6O23P2 overall, from the OMol25 dataset.

The geometry in ORCA input format:
```
! wB97M-V def2-TZVPD RIJCOSX def2/J DEFGRID3
* xyz 0 1
Br 5.59 -3.03 1.04
P -0.70 -0.52 0.03
P -0.23 -2.51 -0.72
F 9.73 0.25 -6.11
F -5.42 -1.16 4.51
F -2.97 6.13 1.58
F -6.45 3.76 -2.52
F -9.93 0.69 6.26
F 7.37 -7.31 -0.12
O -6.08 8.09 -0.90
O -1.56 -2.46 2.75
O -6.01 6.02 -0.01
O 0.48 -2.39 -2.15
O 3.49 0.95 -0.26
O -6.98 1.83 0.28
O 1.03 -2.98 0.18
O -4.43 7.49 0.52
O -2.51 -0.42 2.83
O -5.53 2.03 -1.39
O -6.86 1.94 3.32
O -8.56 1.72 4.78
O 8.98 -0.75 -2.90
O -5.03 0.72 0.38
O 5.66 -4.61 -3.19
O 0.86 0.41 -1.90
O 4.83 -6.50 -2.30
O -1.39 -3.41 -0.63
O 9.02 1.10 -4.14
O 8.05 1.14 -2.10
O 6.71 -5.64 -1.48
O -7.90 -0.03 3.58
O -3.45 -2.10 3.94
C 5.07 -1.47 -0.05
C 9.50 -1.13 -4.18
C -7.68 1.27 3.84
C 1.79 1.48 -1.85
C -8.84 -0.54 4.52
C 9.91 0.20 -4.77
C 5.33 -0.22 0.78
C 5.73 -5.49 -2.41
C -7.50 2.85 -0.57
C -4.08 -0.93 4.40
C -2.41 -1.73 3.12
C 4.86 1.04 0.07
C -5.77 1.45 -0.18
C 6.29 -6.61 -0.54
C 8.62 0.55 -2.96
C -5.56 7.28 -0.21
C -3.75 0.08 3.32
C 5.82 -1.49 -1.37
C -5.04 5.30 0.75
C -6.73 2.61 -1.86
C 5.33 -7.45 -1.35
C -9.56 0.73 4.96
C 3.17 0.90 -1.64
C -4.28 6.42 1.43
C -0.43 0.65 -1.41
H 5.99 -2.52 -1.68
H 5.21 -1.04 -2.16
H -9.48 -1.28 4.05
H -2.10 -0.70 -0.03
H 5.85 -6.10 0.32
H -4.38 4.75 0.07
H -8.58 2.77 -0.67
H 4.00 -1.62 -0.20
H 6.79 -1.01 -1.30
H 10.32 -1.84 -4.05
H 4.82 -0.30 1.74
H 8.70 -1.58 -4.77
H -0.52 1.66 -1.00
H 1.56 2.15 -1.02
H 0.93 -3.22 -2.39
H -8.31 -0.98 5.37
H -7.21 1.92 -2.55
H 3.12 -0.15 -1.98
H 1.74 2.05 -2.79
H 6.40 -0.14 0.98
H -1.18 0.53 -2.20
H -3.70 -0.68 5.39
H -10.43 0.99 4.36
H -5.54 4.62 1.44
H 3.92 1.42 -2.23
H -4.68 6.72 2.40
H 5.87 -8.24 -1.88
H 4.99 1.89 0.75
H -4.49 0.06 2.52
H -3.63 1.10 3.68
H 5.47 1.25 -0.82
H 4.51 -7.87 -0.78
H 10.94 0.50 -4.54
H 0.73 -3.15 1.09
H -7.24 3.83 -0.15
*
```

Lowest unoccupied orbital energy = 0.24 eV
SMILES = C[C@@H](Br)CCOCCOCPP(=O)(O)O.O=C1OC[C@@H](F)O1.O=C1OC[C@@H](F)O1.O=C1OC[C@@H](F)O1.O=C1OC[C@@H](F)O1.O=C1OC[C@@H](F)O1.O=C1OC[C@@H](F)O1
Frontier orbital gap = 8.775 eV
Energy = -178512.293 eV
HOMO = -8.53 eV

Partial atomic charges computed with the Löwdin method, in multiples of e:
1 Br 0.68
2 P 0.90
3 P 0.24
4 F 0.08
5 F 0.07
6 F 0.08
7 F 0.08
8 F 0.08
9 F 0.08
10 O 0.19
11 O 0.16
12 O 0.05
13 O -0.16
14 O -0.14
15 O 0.07
16 O -0.20
17 O 0.14
18 O 0.03
19 O 0.13
20 O 0.17
21 O 0.13
22 O 0.07
23 O 0.18
24 O 0.17
25 O -0.24
26 O 0.07
27 O -0.34
28 O 0.14
29 O 0.17
30 O 0.11
31 O 0.06
32 O 0.14
33 C -0.70
34 C -0.04
35 C -0.55
36 C -0.18
37 C -0.04
38 C -0.31
39 C -0.24
40 C -0.56
41 C -0.04
42 C -0.30
43 C -0.55
44 C -0.20
45 C -0.54
46 C -0.32
47 C -0.55
48 C -0.54
49 C -0.05
50 C -0.12
51 C -0.06
52 C -0.30
53 C -0.05
54 C -0.31
55 C -0.19
56 C -0.31
57 C -0.47
58 H 0.04
59 H 0.08
60 H 0.14
61 H -0.07
62 H 0.14
63 H 0.15
64 H 0.14
65 H 0.08
66 H 0.07
67 H 0.14
68 H 0.11
69 H 0.15
70 H 0.07
71 H 0.13
72 H 0.09
73 H 0.14
74 H 0.17
75 H 0.12
76 H 0.13
77 H 0.12
78 H 0.09
79 H 0.17
80 H 0.17
81 H 0.14
82 H 0.13
83 H 0.17
84 H 0.14
85 H 0.12
86 H 0.12
87 H 0.14
88 H 0.11
89 H 0.14
90 H 0.17
91 H 0.07
92 H 0.12

# 4
The following is a quantum chemistry calculation of one molecule with the formula C27H36O8, from the OMol25 dataset.

The geometry in ORCA input format:
```
! wB97M-V def2-TZVPD RIJCOSX def2/J DEFGRID3
* xyz 0 1
O 7.23 -2.01 0.16
O -3.89 1.69 -0.11
O -1.53 -2.04 -0.20
O 1.64 1.13 2.35
O -2.90 -0.97 1.90
O -2.21 -4.08 -0.34
O -4.01 2.64 1.92
O -3.73 -2.41 -0.46
C -0.56 0.38 -2.05
C 5.67 -0.55 -0.85
C -3.48 3.93 -1.50
C -3.87 -5.29 0.97
C 1.74 0.59 -0.79
C 2.47 -0.08 0.39
C -3.61 4.04 0.02
C 5.66 -0.96 1.58
C -2.60 -2.82 -0.34
C 6.28 -1.25 0.28
C 3.94 2.02 0.88
C -4.17 0.41 0.45
C -2.95 -0.43 0.83
C 3.98 0.89 -1.94
C -3.85 2.73 0.73
C -0.79 1.50 0.72
C 3.91 0.51 0.57
C 4.60 -0.17 1.71
C 4.61 0.25 -0.74
C -1.96 -0.10 -1.60
C -1.79 -0.62 -0.16
C -3.26 -5.06 -0.40
C -0.48 0.06 0.34
C 1.65 -0.13 1.70
C 0.37 -0.08 -0.93
C 0.23 -0.68 1.47
C 2.54 0.40 -2.08
H 3.41 2.60 0.14
H 6.13 -1.42 2.44
H 4.54 0.64 -2.84
H -2.69 0.70 -1.64
H -4.77 0.53 1.36
H -4.72 -0.15 -0.30
H 3.49 2.20 1.85
H -2.32 -0.91 -2.23
H 2.62 -1.13 0.11
H -4.34 -4.38 1.33
H -3.35 4.92 -1.93
H 0.55 -1.15 -1.07
H 2.05 0.93 -2.89
H 4.20 0.05 2.69
H -0.28 -0.05 -3.01
H -4.43 4.71 0.28
H -2.70 4.47 0.45
H -1.46 1.52 1.58
H -4.63 -6.07 0.91
H 6.13 -0.73 -1.81
H 0.30 -1.73 1.23
H 3.99 1.98 -1.83
H 0.13 2.02 1.00
H 1.61 1.66 -0.59
H 1.03 1.08 3.09
H 4.98 2.35 0.90
H -0.54 1.47 -2.15
H -3.10 -5.60 1.68
H -0.35 -0.59 2.40
H -4.38 3.49 -1.92
H 2.16 -0.86 2.36
H 2.56 -0.66 -2.33
H -4.02 -4.72 -1.11
H -1.26 2.04 -0.09
H -2.77 -5.96 -0.78
H -2.63 3.32 -1.78
*
```

Energy relative to the best compared isomer or geometry (same formula, charge and spin) = 2.69 kcal/mol
Lowest unoccupied orbital energy = 0.50 eV
SMILES = CCOC(=O)O[C@]1(C(=O)COC(=O)CC)CC[C@H]2[C@@H]3CCC4=CC(=O)C=C[C@]4(C)[C@H]3[C@@H](O)C[C@@]21C
Frontier orbital gap = 9.822 eV
Energy = -44964.332 eV
HOMO = -9.33 eV

Partial atomic charges computed with the Löwdin method, in multiples of e:
1 O 0.07
2 O -0.03
3 O 0.10
4 O -0.03
5 O 0.15
6 O 0.06
7 O 0.12
8 O 0.14
9 C -0.10
10 C 0.05
11 C -0.09
12 C -0.05
13 C -0.22
14 C -0.13
15 C -0.13
16 C 0.02
17 C -0.57
18 C -0.41
19 C 0.00
20 C -0.06
21 C -0.29
22 C -0.12
23 C -0.51
24 C 0.03
25 C -0.37
26 C -0.01
27 C -0.16
28 C -0.05
29 C -0.27
30 C -0.20
31 C -0.34
32 C -0.30
33 C -0.22
34 C -0.04
35 C -0.12
36 H 0.08
37 H 0.12
38 H 0.12
39 H 0.11
40 H 0.14
41 H 0.14
42 H 0.08
43 H 0.13
44 H 0.17
45 H 0.08
46 H 0.08
47 H 0.16
48 H 0.12
49 H 0.12
50 H 0.12
51 H 0.13
52 H 0.13
53 H 0.10
54 H 0.08
55 H 0.12
56 H 0.14
57 H 0.12
58 H 0.09
59 H 0.15
60 H 0.11
61 H 0.10
62 H 0.11
63 H 0.08
64 H 0.13
65 H 0.08
66 H 0.14
67 H 0.13
68 H 0.12
69 H 0.08
70 H 0.13
71 H 0.06